C28H33N5O4ReSe | ωB97M-V with the def2-TZVPD basis set

The spin multiplicity is 2. The charge is +2. The LUMO energy (alpha / beta) comes out at -8.62 / -8.18 eV. For the relative energy (zero: lowest compared OMol25 entry of this formula, charge and spin), the calculation gives 9.1 kcal/mol. As for the expectation value of S²: 0.758.

The geometry in XYZ format:
```
72
Properties=species:S:1:pos:R:3:forces:R:3:mulliken_spin:R:1
Re -1.022 0.162 -1.839 0.00 0.50 -0.27 0.937
C 2.473 2.566 3.766 0.17 -0.04 -0.16 0.003
C 3.328 1.977 2.625 0.05 0.14 0.35 0.000
C 4.097 0.750 3.131 -0.09 0.12 -0.17 0.002
C 4.329 3.029 2.139 -0.14 -0.15 0.00 0.001
C 2.351 1.584 1.549 -0.17 -0.06 -0.47 0.010
C 2.165 2.337 0.383 -0.04 -0.20 0.08 -0.008
C 1.268 1.924 -0.575 0.05 0.27 -0.16 0.030
N 0.499 0.834 -0.443 -0.64 -0.20 0.04 -0.035
C 0.620 0.115 0.702 0.20 0.15 0.07 -0.004
C 1.543 0.451 1.677 -0.15 0.00 -0.26 0.000
C -0.284 -1.037 0.810 -0.11 -0.22 0.33 0.007
C -0.596 -1.645 2.014 0.03 0.11 -0.38 0.001
C -1.533 -2.681 2.070 0.14 0.04 -0.30 -0.002
C -2.041 -3.111 0.839 0.15 0.15 0.02 -0.006
C -1.670 -2.478 -0.333 -0.30 -0.62 0.02 0.000
N -0.838 -1.439 -0.353 0.35 0.90 -0.60 -0.028
C -1.992 -3.285 3.376 -0.25 -0.15 0.33 0.000
C -1.858 -4.814 3.321 0.04 0.12 -0.07 0.000
C -3.470 -2.890 3.569 0.18 -0.04 -0.07 0.000
C -1.199 -2.777 4.585 -0.06 -0.06 -0.30 0.000
H 3.125 2.952 4.545 0.05 0.03 0.11 0.000
H 1.829 1.806 4.200 -0.11 -0.07 0.10 0.000
H 1.853 3.381 3.400 -0.07 0.13 0.03 0.000
H 4.836 1.061 3.862 0.07 0.05 0.09 0.000
H 4.619 0.262 2.310 0.11 -0.11 -0.06 -0.001
H 3.447 0.027 3.614 -0.06 -0.13 0.08 0.000
H 5.053 3.232 2.923 0.02 0.00 0.08 0.000
H 3.842 3.971 1.897 -0.02 0.12 -0.04 0.000
H 4.875 2.673 1.268 0.10 0.02 -0.11 0.000
H 2.725 3.239 0.209 0.08 0.04 -0.06 0.000
H 1.151 2.487 -1.492 -0.03 0.01 -0.02 -0.002
H 1.637 -0.192 2.534 0.01 -0.03 0.12 0.000
H -0.139 -1.273 2.915 0.00 0.02 0.12 0.001
H -2.745 -3.924 0.766 -0.06 -0.08 0.05 0.000
H -2.050 -2.812 -1.288 -0.15 0.07 -0.01 -0.002
H -2.512 -5.262 2.578 -0.06 -0.04 -0.10 0.000
H -2.124 -5.232 4.287 -0.06 -0.04 0.08 0.000
H -0.831 -5.102 3.104 0.09 -0.08 -0.03 0.000
H -4.088 -3.240 2.748 -0.11 -0.04 -0.10 0.000
H -3.568 -1.809 3.645 -0.06 0.12 -0.02 0.000
H -3.846 -3.328 4.489 -0.02 -0.07 0.09 0.000
H -0.139 -2.996 4.476 0.17 0.03 0.06 0.000
H -1.550 -3.289 5.478 -0.03 -0.01 0.04 0.000
H -1.347 -1.710 4.741 0.06 0.13 0.04 0.000
N -0.166 1.202 -4.896 -0.32 -0.06 -0.25 -0.002
C -0.948 2.127 -4.238 -0.06 0.56 -0.41 0.005
C -1.380 3.240 -4.977 0.02 -0.13 0.19 0.002
C -2.167 4.196 -4.372 0.08 -0.35 0.03 0.003
C -2.508 4.038 -3.031 0.25 -0.31 0.21 -0.005
C -2.014 2.945 -2.358 -0.48 1.17 0.43 0.018
N -1.254 2.004 -2.940 0.88 -1.62 0.01 0.000
C 0.578 0.123 -4.500 0.41 -0.29 -0.16 0.007
C 1.409 -0.454 -5.481 0.01 -0.07 0.14 -0.003
C 2.285 -1.456 -5.148 -0.31 0.31 0.21 0.009
C 2.322 -1.884 -3.818 -0.20 0.10 0.32 -0.006
C 1.450 -1.327 -2.920 0.56 -0.45 0.05 0.027
N 0.569 -0.348 -3.234 -1.02 0.58 0.27 -0.013
H -0.080 1.403 -5.888 0.00 -0.08 0.31 0.000
H -1.086 3.338 -6.012 0.00 -0.02 -0.07 0.000
H -2.516 5.051 -4.930 -0.02 0.06 -0.09 0.000
H -3.147 4.743 -2.523 0.01 0.01 0.07 0.000
H -2.224 2.798 -1.307 -0.07 -0.01 -0.09 -0.002
H 1.363 -0.089 -6.495 -0.02 0.11 -0.10 0.000
H 2.944 -1.888 -5.885 0.00 -0.02 -0.09 0.000
H 3.015 -2.641 -3.496 0.03 -0.15 0.08 0.000
H 1.419 -1.668 -1.893 -0.01 0.04 0.00 0.000
O -2.702 0.558 -0.785 2.01 -0.47 -0.03 -0.005
Se -3.778 0.000 -1.991 -1.34 0.43 -0.19 0.011
O -4.608 -1.189 -1.458 -0.97 -2.00 0.95 0.000
O -2.527 -0.545 -3.004 2.07 0.00 0.64 0.038
O -4.471 1.227 -2.643 -0.80 1.78 -0.99 0.010
```
Forces are in eV/Å.

C28H33N5OsSSi2 | ωB97M-V with the def2-TZVPD basis set

The spin multiplicity is 5. The charge is +2. The LUMO energy (alpha / beta) comes out at -6.37 / -9.08 eV. As for the expectation value of S²: 6.044.

The geometry in XYZ format:
```
70
Properties=species:S:1:pos:R:3:forces:R:3:mulliken_spin:R:1
Os 1.283 -0.145 -0.460 -0.20 -0.63 -0.10 2.739
C 3.346 -0.503 2.416 0.32 -0.08 -0.01 0.021
Si 1.610 -0.095 1.917 -0.12 0.34 -0.25 0.079
C 0.471 -1.374 2.654 -0.17 -0.18 0.08 -0.006
C 1.120 1.615 2.468 -0.04 0.20 0.27 -0.069
C 0.954 1.911 3.828 -0.03 0.03 -0.03 0.010
C 0.633 3.193 4.244 0.01 -0.03 -0.03 0.003
C 0.470 4.203 3.301 0.01 -0.03 -0.02 0.003
C 0.629 3.922 1.954 -0.02 -0.03 0.00 0.008
C 0.957 2.632 1.514 -0.05 0.27 0.28 -0.017
Si 1.211 2.278 -0.310 0.01 -0.16 0.14 0.051
C 2.709 3.197 -0.926 0.32 -0.02 -0.07 0.009
C -0.265 2.989 -1.247 -0.11 0.03 -0.13 0.002
H 3.423 -0.426 3.505 0.02 0.00 -0.04 0.003
H 4.055 0.199 1.975 0.07 -0.01 0.01 -0.003
H 3.622 -1.521 2.128 0.02 0.03 0.01 0.003
H 0.672 -1.476 3.725 -0.04 -0.01 -0.02 -0.001
H 0.624 -2.354 2.195 -0.02 0.00 0.04 0.005
H -0.580 -1.095 2.540 0.00 -0.05 0.01 0.002
H 1.080 1.135 4.577 0.00 0.00 -0.02 0.000
H 0.515 3.410 5.298 0.00 0.00 -0.01 0.000
H 0.227 5.208 3.621 0.00 -0.01 0.00 0.000
H 0.502 4.725 1.234 0.00 -0.02 0.01 0.000
H 2.608 4.245 -0.629 0.04 -0.01 -0.03 -0.001
H 2.773 3.164 -2.016 0.04 0.00 0.02 -0.001
H 3.647 2.816 -0.510 -0.16 0.07 -0.05 -0.008
H -0.035 4.009 -1.568 -0.05 0.00 0.01 0.002
H -1.164 3.037 -0.626 0.02 -0.03 -0.02 0.000
H -0.499 2.414 -2.147 0.00 0.05 0.00 0.002
C 7.003 -3.982 -1.448 -0.02 0.08 0.01 -0.001
C 6.173 -2.749 -1.310 -0.04 -0.17 -0.03 0.003
C 6.649 -1.479 -1.161 0.00 0.11 0.00 0.003
C 5.722 -0.428 -1.043 0.11 0.17 -0.04 0.019
N 4.409 -0.637 -1.068 -0.13 0.09 0.09 0.027
C 3.951 -1.870 -1.201 -0.11 -0.10 -0.11 -0.025
S 2.268 -2.241 -1.275 0.15 0.28 -0.06 0.078
N 4.825 -2.902 -1.327 0.00 -0.16 0.04 0.005
C 6.165 0.992 -0.923 0.07 -0.07 0.02 0.000
H 8.054 -3.724 -1.544 0.00 0.00 0.00 0.000
H 6.700 -4.556 -2.325 0.00 0.02 0.00 0.000
H 6.882 -4.619 -0.569 -0.01 0.01 0.00 0.000
H 7.712 -1.291 -1.146 -0.02 0.01 0.01 0.000
H 4.432 -3.831 -1.432 0.02 0.02 0.00 0.002
H 7.192 1.068 -0.572 0.00 0.00 0.00 0.000
H 5.499 1.539 -0.258 0.01 -0.04 0.00 0.000
H 6.104 1.466 -1.907 -0.01 -0.03 0.01 0.000
N -6.186 -0.305 -0.160 -0.09 -0.01 -0.02 -0.029
C -7.439 -0.681 -0.612 0.22 -0.18 -0.23 0.108
C -8.707 -0.410 -0.199 -0.14 -0.04 -0.05 0.015
C -9.726 -1.010 -0.959 -0.01 -0.15 -0.21 0.262
C -9.481 -1.855 -2.095 -0.26 0.26 0.36 0.011
C -8.220 -2.125 -2.503 0.33 0.07 0.09 0.102
C -7.151 -1.530 -1.749 -0.39 0.01 0.02 0.201
N -5.849 -1.639 -1.937 0.29 0.09 0.12 0.062
C -5.276 -0.887 -0.966 0.08 -0.05 -0.07 0.127
C -3.830 -0.742 -0.837 -0.20 -0.04 -0.05 0.038
C -3.020 -1.498 -1.679 0.11 -0.01 -0.01 0.049
C -1.648 -1.357 -1.565 -0.04 0.00 -0.02 -0.005
N -1.085 -0.523 -0.690 0.18 0.07 0.02 0.134
C -1.863 0.203 0.119 -0.07 -0.01 -0.01 -0.021
C -3.243 0.124 0.081 0.08 0.03 0.03 0.020
H -5.995 0.277 0.640 0.01 0.01 0.00 -0.001
H -8.935 0.220 0.650 -0.03 -0.01 -0.02 0.004
H -10.754 -0.825 -0.675 0.01 -0.01 -0.01 0.005
H -10.327 -2.274 -2.621 -0.03 0.03 0.04 0.004
H -8.002 -2.756 -3.353 0.05 0.01 0.01 -0.003
H -3.452 -2.174 -2.402 0.00 0.00 0.00 0.002
H -0.977 -1.925 -2.197 0.01 0.00 0.00 -0.002
H -1.358 0.871 0.808 0.00 0.00 0.00 -0.030
H -3.816 0.750 0.752 0.00 -0.02 -0.01 0.001
```
Forces are in eV/Å.

C28H33NO6SSr | ωB97M-V with the def2-TZVPD basis set

The LUMO energy comes out at 0.29 eV. For the relative energy (zero: lowest compared OMol25 entry of this formula, charge and spin), the calculation gives 58.8 kcal/mol.

The geometry in XYZ format:
```
70
Properties=species:S:1:pos:R:3:forces:R:3:lowdin_charge:R:1
Sr -0.870 0.616 -0.600 -1.87 0.96 3.19 1.649
O 1.110 1.846 -0.519 1.06 0.37 -0.05 -0.202
C 1.588 2.213 -1.816 0.03 0.39 -0.41 -0.193
C 0.457 2.916 -2.559 0.15 -0.23 0.26 -0.151
N -0.708 2.036 -2.667 0.03 0.70 -0.84 -0.249
C -0.544 1.043 -3.738 0.10 -0.22 0.04 -0.078
C 0.216 -0.201 -3.260 0.21 -0.11 -0.72 -0.637
O 1.147 -0.632 -3.924 -0.09 0.02 0.06 0.058
O -0.230 -0.697 -2.157 0.74 -1.19 -2.12 -0.360
C -1.982 2.757 -2.818 -0.21 -0.27 0.22 -0.086
C -3.136 1.977 -2.124 -0.39 0.19 -0.26 -0.660
O -4.266 2.080 -2.578 0.16 0.08 0.02 0.035
O -2.768 1.319 -1.086 -3.07 1.13 -1.17 -0.318
H 1.299 0.904 -0.358 1.00 0.24 0.29 -0.002
H 1.925 1.339 -2.376 0.07 -0.05 0.10 0.115
H 2.432 2.899 -1.710 0.01 -0.05 0.00 0.128
H 0.824 3.251 -3.539 -0.04 0.06 0.01 0.135
H 0.175 3.787 -1.966 -0.04 0.05 -0.08 0.127
H -0.026 1.450 -4.611 -0.07 0.09 0.00 0.134
H -1.534 0.696 -4.045 -0.01 0.04 0.00 0.146
H -2.238 2.937 -3.865 0.00 0.05 0.01 0.130
H -1.919 3.721 -2.308 0.04 0.01 -0.01 0.117
C -2.038 -1.605 2.468 -0.11 0.07 0.09 -0.050
C -2.200 -0.450 3.468 0.16 -0.05 -0.11 -0.374
C -1.008 -0.403 4.422 -0.12 0.04 -0.03 -0.071
C -2.426 0.845 2.712 0.06 -0.07 -0.01 -0.217
C -3.703 1.144 2.238 -0.04 0.05 -0.02 -0.023
C -3.953 2.295 1.515 0.00 -0.06 0.03 -0.032
C -2.931 3.196 1.231 0.05 0.10 0.03 -0.286
C -3.219 4.440 0.436 -0.01 -0.10 0.00 -0.035
C -1.657 2.908 1.700 -0.03 0.01 0.13 -0.064
C -1.403 1.745 2.428 -0.03 0.08 0.12 -0.064
H -1.954 -2.563 2.985 0.01 -0.01 -0.03 0.085
H -1.129 -1.454 1.880 0.02 -0.03 0.03 0.050
H -2.891 -1.647 1.788 0.01 -0.06 0.00 0.086
H -3.100 -0.644 4.059 -0.03 0.04 -0.01 0.136
H -0.065 -0.408 3.870 0.02 0.02 0.02 0.072
H -1.013 -1.275 5.076 0.03 -0.02 -0.03 0.080
H -1.043 0.491 5.045 0.05 -0.02 0.02 0.085
H -4.517 0.457 2.441 0.01 -0.01 0.00 0.122
H -4.950 2.486 1.138 0.00 0.00 0.00 0.128
H -3.841 5.128 1.013 0.01 0.03 -0.03 0.085
H -3.765 4.186 -0.475 0.01 0.03 0.00 0.079
H -2.299 4.958 0.165 -0.01 0.02 0.00 0.076
H -0.851 3.616 1.537 0.01 -0.03 -0.08 0.116
H -0.408 1.585 2.827 0.02 -0.06 -0.07 0.112
O 0.711 -0.659 0.400 1.33 -0.83 0.91 -0.699
S 0.812 -1.962 -0.365 1.48 -1.67 0.65 1.071
C 1.505 -3.089 0.878 -0.37 -0.02 0.04 -0.353
C 1.237 -4.441 0.734 -0.04 0.05 -0.12 -0.082
C 1.747 -5.342 1.658 0.04 -0.01 0.06 -0.074
C 2.503 -4.880 2.726 0.02 -0.04 0.02 -0.078
C 2.748 -3.521 2.875 -0.02 0.00 -0.04 -0.067
C 2.247 -2.620 1.950 0.02 0.16 0.01 -0.068
C 2.365 -1.857 -1.265 -0.07 0.13 -0.22 -0.353
C 2.619 -2.756 -2.286 -0.21 -0.06 0.02 -0.069
C 3.810 -2.670 -2.984 0.06 -0.01 0.00 -0.060
C 4.728 -1.676 -2.677 0.01 0.03 -0.01 -0.067
C 4.468 -0.783 -1.648 -0.01 0.00 -0.01 -0.061
C 3.284 -0.878 -0.932 -0.06 0.03 0.14 -0.075
H 0.630 -4.786 -0.096 0.00 -0.02 0.03 0.112
H 1.545 -6.400 1.555 -0.01 0.01 -0.03 0.107
H 2.899 -5.580 3.450 -0.02 0.00 -0.01 0.105
H 3.328 -3.165 3.717 0.00 0.01 -0.01 0.107
H 2.418 -1.556 2.056 0.00 -0.02 0.02 0.111
H 1.876 -3.498 -2.554 0.00 0.02 -0.02 0.124
H 4.015 -3.367 -3.785 -0.03 0.02 -0.02 0.111
H 5.643 -1.587 -3.247 0.01 -0.04 0.02 0.106
H 5.184 -0.010 -1.399 0.00 -0.01 0.00 0.109
H 3.090 -0.207 -0.104 -0.01 0.05 -0.02 0.110
```
Forces are in eV/Å.

C28H34BeN4O2SSb | ωB97M-V with the def2-TZVPD basis set

The charge is +1. The LUMO energy (alpha / beta) comes out at -4.17 / -4.17 eV. For the relative energy (zero: lowest compared OMol25 entry of this formula, charge and spin), the calculation gives 45.4 kcal/mol.

The geometry in XYZ format:
```
71
Properties=species:S:1:pos:R:3:forces:R:3:lowdin_charge:R:1
Be 11.225 7.351 12.568 -0.02 0.81 -1.14 0.198
C 11.997 10.260 15.040 -0.86 -0.21 1.51 0.026
C 11.949 9.050 14.214 -0.08 -0.87 -1.92 -0.183
N 10.857 8.557 13.665 -0.02 0.05 1.16 -0.057
O 9.623 9.052 14.110 -0.03 -0.39 -1.09 0.007
C 13.163 8.357 13.698 -1.28 -1.34 -1.30 -0.211
C 14.568 8.572 14.076 0.58 -0.46 0.95 -0.013
N 12.840 7.440 12.764 1.53 1.12 2.00 -0.172
O 13.778 6.777 12.203 -0.27 -0.17 -0.51 -0.134
H 12.788 10.194 15.819 -0.56 -0.01 -0.50 0.110
H 10.982 10.358 15.505 1.07 0.34 -0.24 0.109
H 12.217 11.131 14.420 -0.10 -0.04 -0.11 0.114
H 8.978 8.732 13.430 0.67 0.50 0.84 0.129
H 14.946 9.478 13.621 0.17 0.43 0.11 0.094
H 15.215 7.748 13.685 -0.79 0.55 0.46 0.099
H 14.640 8.627 15.195 0.19 0.10 -1.02 0.108
S 10.365 7.306 10.700 0.05 -0.19 0.05 0.809
C 11.507 6.651 9.565 1.34 -1.27 -1.88 -0.671
N 11.126 6.056 8.383 -0.58 0.64 1.49 0.024
C 12.259 5.536 7.611 0.17 1.08 0.40 -0.104
C 13.439 5.743 8.607 0.70 0.73 -1.15 -0.098
N 12.854 6.610 9.625 -1.60 0.23 0.48 0.050
H 10.159 5.960 8.062 0.67 0.18 0.52 0.156
H 12.358 6.110 6.685 0.18 -0.01 0.17 0.126
H 12.079 4.517 7.353 0.03 -0.77 -0.08 0.112
H 14.320 6.253 8.131 -0.93 -0.42 0.36 0.141
H 13.820 4.813 9.019 -0.21 -0.11 0.25 0.123
H 13.362 6.911 10.467 -0.09 -0.42 0.11 0.098
C 9.272 16.683 10.572 -0.91 0.13 1.42 -0.037
C 8.505 15.666 11.418 0.77 0.19 -1.02 -0.305
C 7.471 16.101 12.231 -0.30 -2.15 -0.19 -0.050
C 6.546 15.169 12.757 0.22 1.36 -0.51 -0.064
C 6.710 13.815 12.461 0.25 0.63 0.89 -0.090
C 7.922 13.400 11.906 -0.29 -0.52 0.18 -0.186
C 8.804 14.299 11.337 0.18 -0.01 -0.73 -0.339
Sb 10.415 13.172 10.327 0.20 -0.28 1.07 1.523
C 9.587 12.232 8.543 0.42 0.11 0.67 -0.338
C 9.730 10.833 8.582 0.32 0.46 -0.69 -0.166
C 9.378 10.083 7.455 -0.84 -0.72 1.09 -0.114
C 8.789 10.708 6.376 0.56 0.45 -0.38 -0.088
C 8.719 12.107 6.328 -0.54 -0.17 -0.34 -0.039
C 9.072 12.899 7.426 0.53 -0.46 -0.22 -0.296
C 9.022 14.408 7.406 -0.38 -0.72 0.04 -0.045
C 11.974 14.523 9.662 -0.21 0.02 0.35 -0.357
C 12.392 14.434 8.351 -0.17 -0.65 -1.86 -0.174
C 13.446 15.156 7.826 0.65 0.24 0.50 -0.071
C 14.155 15.982 8.713 -0.41 -0.50 -1.23 -0.084
C 13.792 16.076 10.020 -0.47 0.01 1.48 -0.058
C 12.731 15.319 10.542 -0.04 -0.17 -0.78 -0.333
C 12.555 15.236 12.003 1.74 0.75 1.82 -0.090
H 8.861 16.773 9.551 0.00 0.31 0.60 0.089
H 10.288 16.396 10.495 1.04 -0.30 -0.26 0.024
H 9.263 17.602 11.192 -0.11 0.01 -1.02 0.092
H 7.330 17.135 12.353 -0.27 1.16 0.26 0.094
H 5.724 15.662 13.315 0.29 -1.10 -0.37 0.115
H 5.964 13.099 12.756 -0.06 -0.22 0.23 0.094
H 8.207 12.342 11.949 -0.40 0.20 -0.28 0.070
H 10.198 10.333 9.437 -0.28 0.26 -0.17 0.047
H 9.369 8.981 7.532 0.28 0.63 -0.22 0.092
H 8.469 10.114 5.522 0.00 0.21 0.12 0.105
H 8.338 12.540 5.393 0.12 0.10 0.54 0.118
H 8.321 14.726 6.655 -0.31 0.32 -0.29 0.079
H 9.989 14.837 7.177 0.23 0.10 0.02 0.070
H 8.688 14.764 8.379 0.01 0.15 0.00 0.055
H 11.961 13.731 7.611 -0.28 0.37 0.79 0.103
H 13.701 15.003 6.768 0.11 0.30 0.64 0.112
H 15.022 16.523 8.446 0.69 0.54 -0.74 0.093
H 14.364 16.749 10.684 -0.36 -0.57 -0.30 0.123
H 13.292 15.926 12.543 -1.20 -0.64 -0.74 0.108
H 12.838 14.259 12.388 0.16 -0.43 -0.24 0.069
H 11.579 15.369 12.419 -0.91 0.51 -0.05 0.056
```
Forces are in eV/Å.